Formula: C4H4NO
Source: OMol25
Level of theory: ωB97M-V/def2-TZVPD

```
! wB97M-V def2-TZVPD RIJCOSX def2/J DEFGRID3
* xyz 1 3
C 0.0971 1.6475 1.3537
C -1.3005 1.6275 0.0192
C -0.3909 0.7775 0.3902
C -0.0304 -0.6271 0.2260
N 0.0394 2.7960 1.8204
O -0.9718 3.1472 0.9540
H -2.2639 1.9053 -0.3858
H 0.2290 -0.8849 -0.8466
H -0.7977 -1.4228 0.3943
H 0.8015 -0.6954 0.8335
*
```

HOMO-LUMO gap (spin up / spin down): 9.40 / 7.81 eV
LUMO (spin up / spin down): -6.06 / -9.30 eV
DFT total energy: -7733.4432 eV



Formula: C4H4NO2
Source: OMol25
Level of theory: ωB97M-V/def2-TZVPD

```
! wB97M-V def2-TZVPD RIJCOSX def2/J DEFGRID3
* xyz -1 1
C -0.0417 -1.4337 0.1677
C 0.2073 1.1370 -0.1010
C -0.3056 -0.1684 0.0241
C -3.1231 0.0666 -0.0206
N 0.5286 2.0193 0.8315
O -3.1816 -0.6146 -0.9764
O -3.3218 0.6979 0.9694
H -0.8652 -2.1531 -0.0497
H 1.0628 -1.6669 0.3627
H 0.1365 1.3180 -1.2081
H 0.4278 2.9363 0.5630
*
```

HOMO-LUMO gap: 5.80 eV
LUMO: 3.66 eV
DFT total energy: -9796.3136 eV



Formula: C4H4NO2
Source: OMol25
Level of theory: ωB97M-V/def2-TZVPD

```
! wB97M-V def2-TZVPD RIJCOSX def2/J DEFGRID3
* xyz 1 1
C 3.0303 -0.0878 -0.4839
C -0.4090 0.1273 0.7525
C -1.6501 -0.4387 0.3598
C -2.3523 0.2290 -0.5129
N 1.8869 -0.1713 -0.6461
O -2.8668 0.9463 -1.2756
O 0.6935 -0.0790 -0.7222
H 4.0931 0.0432 -0.7293
H -0.0167 -0.3206 1.6450
H -0.5681 1.2537 0.9916
H -1.8408 -1.5021 0.6210
*
```

HOMO-LUMO gap: 9.35 eV
LUMO: -5.29 eV
DFT total energy: -9784.9202 eV



Formula: C4H4NO2PS
Source: OMol25
Level of theory: ωB97M-V/def2-TZVPD

```
! wB97M-V def2-TZVPD RIJCOSX def2/J DEFGRID3
* xyz 0 1
C 1.5629 -0.5700 0.4933
C 1.7398 0.5011 1.2143
C 0.1877 -0.8209 0.2612
C -1.8352 -0.2101 -1.9083
N -0.6955 -0.0628 0.7347
O -0.2117 -1.6855 -0.6603
O -0.1635 2.4418 1.4437
P -1.8693 -1.2436 -0.6576
S 0.0474 1.0773 1.8092
H 2.4265 -1.0958 0.0899
H 2.6437 0.9159 1.6972
H -2.7580 0.2793 -2.1026
H -1.0750 0.4732 -2.4147
*
```

HOMO-LUMO gap: 8.21 eV
LUMO: -0.54 eV
DFT total energy: -29918.2110 eV



Formula: C4H4NO2S
Source: OMol25
Level of theory: ωB97M-V/def2-TZVPD

```
! wB97M-V def2-TZVPD RIJCOSX def2/J DEFGRID3
* xyz 1 3
C -1.4526 0.0774 0.6983
C 2.3143 0.5453 -0.0343
C -2.4455 0.8937 0.7151
C 0.4113 -1.1047 -0.7597
N 1.6867 -0.3658 -0.9011
O 2.2342 1.6142 0.4202
O 2.8981 -0.6386 -0.1237
S -0.2105 -0.8720 1.0893
H -2.2675 2.0132 0.4092
H -3.4596 0.6970 0.8599
H -0.2624 -0.6415 -1.3089
H 0.5534 -2.2181 -1.0644
*
```

HOMO-LUMO gap (spin up / spin down): 7.45 / 5.29 eV
LUMO (spin up / spin down): -4.87 / -9.47 eV
DFT total energy: -20616.6428 eV



Formula: C4H4NO3S
Source: OMol25
Level of theory: ωB97M-V/def2-TZVPD

```
! wB97M-V def2-TZVPD RIJCOSX def2/J DEFGRID3
* xyz -1 1
C -0.0567 -1.2231 -1.2970
S -0.2355 0.5767 -1.5276
C -0.0057 1.3567 0.0140
C -0.9983 1.8393 0.8141
O -2.2451 1.7784 0.8188
N -0.3302 2.5762 1.9467
O 1.0925 2.6833 1.7661
C 1.5442 2.0634 0.7173
O 2.6795 1.9699 0.4251
H 0.3448 -1.5511 -2.2966
H -1.0411 -1.6021 -1.1302
H 0.5830 -1.5296 -0.4926
H -0.5397 3.4851 2.2967
*
```

HOMO-LUMO gap: 7.19 eV
SMILES: CSc1c([O-])[nH]oc1=O
LUMO: 3.52 eV
DFT total energy: -22679.5578 eV